Model A:
Here is a single C2H3NS molecule from the Open Molecules 2025 dataset. Energies are from wB97M-V/def2-TZVPD.

Each line ends with the Löwdin charge.
CARTESIAN COORDINATES (ANGSTROEM)
C: -0.625 -1.420 -1.311  0.029
C: -0.107 -0.792 -0.441  -0.566
N: 0.629 1.289 1.209  -0.343
S: 0.550 -0.447 1.082  0.797
H: -1.198 -1.687 -2.147  0.017
H: -0.375 1.555 1.294  0.033
H: 1.126 1.502 0.315  0.033

For the HOMO energy, the calculation gives -0.325 Ha. As for the structure (SMILES): C#CSN. The spin multiplicity is 1. For the frontier orbital gap, the calculation gives 9.4 eV.

---

Model B:
Here is 2 unconnected molecules or ions with the total composition C2H3NS from the Open Molecules 2025 dataset. Energies are from wB97M-V/def2-TZVPD.

Each line ends with the Löwdin charge.
CARTESIAN COORDINATES (ANGSTROEM)
C: 1.100 -1.003 0.028  -0.464
C: -1.094 0.668 -0.052  -0.252
N: -0.889 -0.522 0.079  -0.026
S: 1.889 0.410 0.057  0.648
H: 1.437 -2.017 -0.214  0.013
H: -2.114 1.027 0.212  0.086
H: -0.329 1.437 -0.110  -0.005

For the HOMO energy (spin up / spin down), the calculation gives -0.317 / -0.317 Ha. The spin multiplicity is 1. For the frontier orbital gap (spin up / spin down), the calculation gives 7.8 / 7.8 eV.

---

Model C:
Here is 2 unconnected molecules or ions with the total composition C2H3NS from the Open Molecules 2025 dataset. Energies are from wB97M-V/def2-TZVPD.

Each line ends with the Löwdin charge.
CARTESIAN COORDINATES (ANGSTROEM)
C: -0.863 -0.241 -0.723  -0.028
C: -1.525 -0.288 0.272  0.039
N: 1.545 0.643 0.067  -0.531
S: 2.341 -0.683 -0.147  0.568
H: -0.483 0.059 -1.563  -0.031
H: -2.006 -0.305 1.163  -0.006
H: 0.992 0.814 0.931  -0.012

For the HOMO energy (spin up / spin down), the calculation gives -0.314 / -0.313 Ha. As for the structure (SMILES): C#C.N=S. The spin multiplicity is 1. For the frontier orbital gap (spin up / spin down), the calculation gives 7.4 / 7.4 eV.

---

Need the numbers? Relative energies in kcal/mol: model A 0.0; model B 29.2; model C 45.9.